The following is a quantum chemistry calculation of a structure of composition C39H40ClIrN12O3S, from the OMol25 dataset.

XYZ file:
```
97
Properties=species:S:1:pos:R:3:forces:R:3
Ir 0.206 0.227 -0.383 -0.031 0.064 0.176
C -2.183 2.237 -3.394 0.338 -0.171 0.335
C -1.180 1.485 -2.804 -0.234 0.098 -0.669
N -1.042 1.456 -1.482 -0.359 0.286 0.218
C -1.869 2.230 -0.718 -0.035 -0.024 -0.708
C -2.910 2.928 -1.356 0.487 -0.231 0.597
N -3.050 2.919 -2.656 -0.408 0.233 -0.561
C -1.512 2.286 0.682 -0.058 0.274 0.769
C -2.050 3.105 1.659 0.131 -0.368 -0.808
C -1.510 3.108 2.956 0.745 -0.573 0.256
C -0.388 2.308 3.207 -0.763 0.518 -0.198
C 0.106 1.474 2.214 0.933 -0.749 0.027
N -0.484 1.445 0.983 -0.622 0.564 0.146
C 1.196 0.543 2.307 -0.605 0.649 0.087
C 1.956 0.239 3.449 0.016 -0.088 -0.224
N 2.904 -0.657 3.439 0.089 0.303 0.956
C 3.160 -1.309 2.301 -0.306 -0.161 -1.067
C 2.430 -1.059 1.155 0.908 -0.658 0.417
N 1.453 -0.152 1.150 0.373 -0.022 -0.011
C -2.132 3.910 4.019 -0.268 0.329 0.440
C -2.741 5.137 3.742 0.122 -0.175 -0.041
C -3.375 5.824 4.767 0.281 -0.219 -0.566
N -3.406 5.355 5.992 -0.708 0.691 1.102
C -2.834 4.211 6.292 0.347 -0.320 -0.423
C -2.180 3.444 5.338 0.001 0.130 -0.188
H -2.302 2.299 -4.466 0.077 -0.106 -0.092
H -0.482 0.910 -3.396 0.077 -0.047 0.114
H -3.638 3.503 -0.801 0.047 0.016 0.202
H -2.886 3.742 1.424 -0.124 0.057 -0.043
H 0.106 2.349 4.162 0.024 -0.011 0.173
H 1.757 0.730 4.390 -0.054 0.148 0.102
H 3.959 -2.034 2.323 0.020 -0.073 -0.125
H 2.618 -1.583 0.226 -0.005 0.029 -0.018
H -2.699 5.568 2.755 -0.019 0.042 -0.174
H -3.873 6.771 4.601 0.049 0.037 -0.103
H -2.909 3.901 7.323 0.062 -0.164 0.120
H -1.743 2.500 5.618 0.047 -0.170 -0.013
C 6.747 0.921 -3.214 0.237 -0.009 0.092
C 5.276 0.760 -3.295 -0.230 -0.177 -0.299
C 4.630 0.115 -4.323 -0.177 0.133 0.179
C 3.221 0.101 -4.328 0.713 0.125 0.203
N 2.517 0.633 -3.346 -0.449 -0.236 -0.471
C 3.137 1.194 -2.323 0.226 0.392 0.506
S 2.318 1.896 -1.030 -0.393 0.109 0.381
N 4.512 1.276 -2.307 -0.061 -0.171 -0.346
C 2.475 -0.490 -5.468 -0.059 -0.041 -0.144
H 7.206 0.748 -4.183 -0.020 0.018 -0.009
H 7.171 0.203 -2.511 -0.013 -0.032 0.060
H 7.013 1.919 -2.870 0.022 0.066 -0.002
H 5.190 -0.329 -5.128 0.103 0.029 -0.072
H 4.945 1.772 -1.533 -0.127 -0.089 -0.071
H 3.140 -0.715 -6.297 -0.067 -0.053 -0.062
H 1.699 0.199 -5.792 -0.027 0.045 -0.041
H 1.983 -1.407 -5.143 0.008 -0.092 0.024
C -2.483 -1.360 1.308 -0.123 0.013 -0.016
N -1.043 -1.616 1.493 0.055 0.199 -0.467
C -0.764 -2.966 0.978 0.075 -0.101 0.014
N -1.554 -3.975 1.654 0.167 -0.823 -0.473
C -2.966 -3.675 1.443 0.095 0.140 0.137
N -3.290 -2.360 1.980 -0.854 0.125 -0.218
C -2.992 -2.346 3.405 0.096 0.024 -0.042
N -1.581 -2.632 3.624 0.150 -0.012 0.753
C -0.782 -1.638 2.943 0.126 0.074 0.243
C -1.268 -3.947 3.081 0.009 0.143 0.000
H -2.707 -1.371 0.240 0.025 0.048 0.038
H -2.721 -0.376 1.724 0.029 0.031 -0.042
H 0.299 -3.186 1.115 -0.002 0.039 0.000
H -1.014 -2.990 -0.083 0.042 0.017 0.055
H -3.574 -4.431 1.942 -0.008 0.011 -0.029
H -3.178 -3.686 0.372 -0.031 -0.026 -0.023
H -3.594 -3.100 3.914 -0.024 0.061 -0.007
H -3.227 -1.358 3.808 -0.029 -0.055 0.043
H 0.272 -1.864 3.120 0.022 0.034 -0.079
H -1.013 -0.656 3.364 0.007 -0.025 -0.061
H -1.870 -4.702 3.589 0.036 -0.002 -0.007
H -0.209 -4.162 3.242 -0.039 -0.031 0.021
C -3.981 -4.633 -2.785 0.132 0.168 0.019
C -2.961 -5.250 -3.683 -1.201 -0.575 0.124
C -3.251 -6.423 -4.351 -0.075 0.402 0.327
C -2.310 -7.023 -5.183 -0.860 -0.842 -0.179
Cl -2.681 -8.482 -5.992 0.199 0.673 0.356
C -1.057 -6.432 -5.359 1.052 1.026 0.169
C -0.752 -5.258 -4.707 0.634 -0.711 -0.710
C -1.686 -4.655 -3.857 0.582 1.443 0.794
O -1.460 -3.524 -3.158 -0.884 -1.898 -1.030
C -0.188 -2.922 -3.158 1.051 0.621 0.184
C -0.233 -1.762 -2.157 -0.452 -0.111 0.181
O -1.316 -1.362 -1.712 -0.202 -0.086 -0.347
O 0.866 -1.253 -1.801 0.460 -0.074 0.002
H -4.298 -5.352 -2.033 -0.005 -0.039 0.087
H -4.864 -4.359 -3.360 -0.084 0.032 -0.067
H -3.587 -3.744 -2.306 -0.102 0.036 0.104
H -4.216 -6.884 -4.219 -0.125 -0.065 0.015
H -0.337 -6.898 -6.012 0.119 -0.043 -0.079
H 0.222 -4.818 -4.858 0.044 0.037 0.000
H 0.073 -2.511 -4.144 -0.171 -0.158 0.125
H 0.590 -3.635 -2.852 -0.195 0.121 -0.045
```
Forces are in eV/Å.

Charge: +2
<S²>: 6.0511
Kohn-Sham gap (alpha / beta): 4.619 / 3.497 eV
2S+1: 5



The following is a quantum chemistry calculation of a structure of composition C39H40CrF6OP2, from the OMol25 dataset.

XYZ file:
```
89
Properties=species:S:1:pos:R:3:forces:R:3
Cr 0.032 0.945 -1.781 -2.389 -4.067 3.878
C -1.936 1.127 -3.324 0.420 -2.404 0.085
C -1.726 -0.238 -2.949 -2.643 1.767 -2.831
C -1.117 -1.188 -3.971 -0.125 0.026 0.771
C 0.241 -0.718 -4.418 0.263 -0.642 -0.756
C 0.974 -0.012 -3.331 1.230 0.234 0.119
C 0.927 1.412 -3.248 2.200 2.889 -3.853
C 0.235 2.217 -4.335 -0.404 0.405 -0.397
C -1.278 1.808 -4.498 0.567 0.809 -0.321
C 1.548 0.168 2.188 -0.150 -0.009 -0.125
H -2.874 1.603 -3.021 0.524 -0.133 0.540
H -2.544 -0.708 -2.345 0.951 0.860 -1.107
H -1.781 -1.252 -4.838 -0.278 -0.071 0.139
H -1.059 -2.188 -3.523 0.043 0.089 -0.038
H 0.807 -1.585 -4.741 0.257 -0.306 0.084
H 0.172 -0.154 -5.345 -0.073 0.402 0.043
H 1.899 -0.530 -3.068 -0.190 0.285 0.081
H 1.700 2.012 -2.723 0.086 -0.593 -0.736
H 0.706 2.142 -5.338 -0.013 -0.143 0.481
H 0.309 3.302 -4.085 -0.228 -0.683 -0.017
H -1.810 2.744 -4.697 -0.181 -0.148 0.076
H -1.417 1.211 -5.407 0.080 -0.082 0.117
H 0.672 0.772 1.964 -0.358 -0.174 -0.616
H 2.013 0.741 2.938 0.792 0.114 1.524
H 1.145 -0.795 2.489 0.220 0.055 0.236
P -1.475 -1.151 -0.425 1.325 3.325 -0.081
P 2.607 0.022 0.795 -2.041 -0.193 -2.059
C 0.262 -1.310 -0.677 -0.551 -1.034 -0.021
C 1.493 -0.603 -0.532 1.937 1.526 -0.665
C -2.386 -2.533 0.176 -0.539 -0.840 0.887
C -2.667 -3.568 -0.743 0.242 0.789 -0.110
C -3.452 -4.629 -0.339 -0.056 -0.528 0.259
C -3.878 -4.710 0.996 0.036 0.059 -0.549
C -3.544 -3.724 1.917 -0.592 -0.595 0.984
C -2.799 -2.635 1.527 0.268 0.526 -0.990
C -2.469 0.635 -0.442 2.599 -1.880 0.096
C -2.018 1.960 -0.723 1.808 -0.765 0.365
C -2.706 3.054 -0.263 -1.389 -0.686 0.338
C -4.066 2.844 -0.057 -0.179 -0.119 0.667
C -4.573 1.557 -0.187 -1.299 -0.043 -0.211
C -3.787 0.414 -0.269 -0.614 1.304 0.385
C 4.076 -1.065 0.972 -0.351 0.203 0.317
C 3.793 -2.362 1.445 0.100 0.229 -0.168
C 4.824 -3.276 1.630 0.851 0.517 -0.330
C 6.152 -2.878 1.313 -0.756 0.220 0.139
C 6.431 -1.582 0.846 -0.494 -0.559 0.170
C 5.386 -0.668 0.671 -0.353 -0.335 0.132
C 3.034 1.705 0.227 0.035 -0.178 -0.430
C 2.753 2.827 0.998 0.480 0.710 -0.277
C 2.963 4.118 0.457 0.260 -0.153 -0.062
C 3.425 4.261 -0.851 0.312 -0.419 -0.446
C 3.604 3.120 -1.682 0.029 0.769 0.972
C 3.411 1.867 -1.124 0.217 -0.011 0.017
H 0.363 -2.104 -1.443 -0.101 0.263 0.521
H 2.246 -0.901 -1.327 -1.026 0.102 0.952
H -2.244 -3.498 -1.764 -0.520 -0.068 0.626
H -3.721 -5.406 -1.060 0.116 0.212 0.351
H -4.482 -5.556 1.296 -0.026 0.001 0.059
H -3.892 -3.815 2.976 0.398 0.123 -1.050
H -2.531 -1.839 2.213 0.034 0.062 -0.081
H -1.307 2.307 -1.545 0.427 -0.455 1.415
H -2.205 3.965 -0.004 0.036 0.598 -0.733
H -4.720 3.660 0.241 0.060 -0.150 -0.152
H -5.637 1.390 -0.247 -0.288 0.263 0.397
H -4.180 -0.580 -0.259 -0.389 -0.339 0.312
H 2.747 -2.619 1.633 0.337 -0.113 0.070
H 4.634 -4.282 2.011 0.009 0.389 -0.179
H 6.960 -3.596 1.447 -0.142 0.209 -0.035
H 7.454 -1.295 0.623 -0.159 -0.034 0.002
H 5.565 0.334 0.293 0.091 -0.084 0.101
H 2.428 2.739 2.027 -0.065 -0.037 -0.042
H 2.828 5.021 1.072 -0.025 -0.630 -0.259
H 3.720 5.249 -1.239 -0.468 -0.481 0.217
H 3.892 3.232 -2.733 -0.071 -0.071 0.497
H 3.520 1.005 -1.779 0.034 0.005 0.246
C -0.673 1.240 4.754 -0.341 0.475 0.136
C -1.460 0.128 4.028 -0.584 0.005 -0.064
O -1.313 0.060 2.726 0.388 -0.334 -0.878
C -0.967 -1.205 4.729 0.092 0.572 0.919
F -1.016 -1.109 6.111 -0.212 -0.521 -0.952
F -1.597 -2.323 4.356 -0.323 0.122 0.217
F 0.345 -1.436 4.452 -0.264 0.201 -0.003
C -3.001 0.421 4.303 0.141 1.405 -0.100
F -3.329 0.531 5.616 -0.145 -0.353 -0.285
F -3.308 1.671 3.760 0.424 -1.141 0.503
F -3.868 -0.417 3.711 0.367 -0.187 0.375
H 0.396 1.056 4.622 -0.158 -0.002 0.213
H -0.968 1.212 5.809 0.472 0.303 -0.088
H -0.911 2.237 4.337 -0.009 -0.628 0.070
```
Forces are in eV/Å.

<S²>: 6.1364
Kohn-Sham gap (alpha / beta): 5.699 / 6.176 eV
2S+1: 5